The following is a quantum chemistry calculation of a 2-piece molecular cluster, C4H13O5P overall in a non-equilibrium geometry, from the OMol25 dataset.

Properties
- HOMO-LUMO gap (eV) = 11.118
- HOMO (eV) = -10.5
- net charge = 0
- SMILES = CCOP(=O)(OC)OC.O
- energy relative to the best compared isomer or geometry (same formula, charge and spin) (kcal per mole) = 7.80
- max |F| (eV/Å) = 3.22

Last column: Löwdin charge in e.
Positions of all 23 atoms, in Å:
C: 0.000 0.000 0.000  -0.06
C: -0.495 1.449 0.102  -0.28
O: -0.497 1.777 1.472  -0.19
P: -0.419 3.281 1.989  0.42
O: -0.434 4.393 0.989  -0.25
O: 0.704 3.393 3.101  -0.20
C: 2.028 3.665 2.677  -0.10
O: -1.787 3.259 2.852  -0.24
C: -3.050 3.147 2.137  -0.09
H: -0.798 -0.702 0.295  0.08
H: 0.860 -0.141 0.676  0.09
H: 0.317 -0.241 -1.029  0.06
H: 0.217 2.159 -0.360  0.12
H: -1.480 1.599 -0.381  0.12
H: 2.349 2.785 2.095  0.09
H: 2.793 3.878 3.443  0.10
H: 1.961 4.531 1.998  0.09
H: -2.889 3.122 1.046  0.08
H: -3.776 3.944 2.368  0.09
H: -3.476 2.180 2.452  0.09
O: 0.299 -1.811 -3.179  -0.09
H: -0.223 -1.734 -4.010  0.05
H: -0.349 -1.629 -2.461  0.03